Computed, not measured: a 18-piece molecular cluster, C27H77F2IN2O23S2Si overall, with wB97M-V/def2-TZVPD.

Geometry as XYZ:
```
135
Properties=species:S:1:pos:R:3:forces:R:3
C 5.15300 -0.72075 1.33644 0.5 -0.2 -1.0
C 4.34627 -1.00354 -0.02031 0.4 -0.8 1.5
C 2.79969 -0.80321 0.15260 -0.1 0.4 -0.9
I 2.24509 -2.53295 1.42336 0.1 0.5 -0.1
C 1.95336 -0.75212 -1.23187 0.7 -1.3 0.6
C 2.65894 -1.83080 -2.15225 -0.6 -1.2 -0.2
C 1.81887 -2.45012 -3.32708 1.1 1.2 0.4
N 1.96493 -2.00191 -4.51054 -0.3 -0.9 0.5
C 0.48648 -1.26914 -0.88842 -0.1 0.9 -0.5
C -0.69148 -0.79360 -1.84512 0.4 -0.6 1.5
C -1.70014 -1.96420 -2.25957 -1.3 2.8 -1.1
F -1.99028 -2.67038 -1.10006 0.9 0.2 -1.4
F -1.23668 -2.75234 -3.28870 0.0 -0.2 1.8
C -3.00464 -1.23515 -2.81232 -0.2 -1.2 -0.4
C -4.35067 -1.93784 -2.37324 -0.4 0.4 -0.7
Si -5.38556 -0.82901 -1.18817 -0.3 -0.4 0.1
C -5.37988 0.98352 -1.78390 0.6 0.3 -0.1
C -7.20470 -1.43843 -1.13059 0.7 0.5 0.2
C -4.62243 -0.95037 0.57139 0.8 -0.1 2.0
C -4.74179 -2.19675 1.33929 1.6 2.1 1.1
C -4.11686 -2.27086 2.66202 0.1 0.8 -0.6
C -3.38250 -1.17515 3.25911 -0.8 0.7 -2.0
C -3.29936 0.07460 2.51830 -0.8 -1.4 -1.0
C -3.91039 0.17231 1.20047 0.0 -1.5 1.0
S -0.22023 0.28662 -3.24193 -3.6 1.8 -4.2
O -0.51238 -0.28545 -4.55204 1.6 -0.6 1.9
O -1.02798 1.51593 -3.16765 1.7 -1.0 1.8
O 1.36658 0.62493 -3.19736 -0.9 -0.4 1.2
C 1.94323 0.73706 -1.84859 0.5 -0.4 1.4
C 1.16234 1.76670 -0.95678 -0.9 0.7 0.1
C 1.06450 3.23408 -1.54256 0.1 0.9 1.0
C 1.13181 4.23683 -0.29675 -0.7 -0.4 -0.6
C -0.29679 4.13917 0.39760 -0.2 0.7 -2.0
N -0.53157 5.19521 1.41153 0.5 -2.5 1.1
C -0.23921 4.80018 2.73304 0.3 1.5 0.7
C -0.68043 3.45614 3.37077 0.1 -0.5 -1.3
O 0.38696 5.59898 3.44128 -0.6 -0.6 -0.3
C 3.37948 1.29766 -2.18102 -0.2 -0.3 -1.4
S 4.26642 2.28602 -0.95518 0.7 3.5 2.5
O 4.05069 1.96932 0.45250 -0.1 -1.2 -1.5
O 4.09808 3.73606 -1.15746 0.1 -2.0 -1.2
H 4.54154 -0.18858 2.09942 0.6 -0.4 -0.6
H 5.56742 -1.68375 1.73509 -0.6 1.0 -0.2
H 6.06039 -0.11684 1.05269 -1.0 -0.3 0.6
H 4.83493 -0.47210 -0.86586 -0.7 -0.1 0.6
H 4.50817 -2.10263 -0.20710 -0.2 1.2 -0.2
H 2.49320 0.08058 0.75735 0.6 -0.7 -0.2
H 2.88527 -2.71641 -1.48595 -0.2 1.0 -0.5
H 3.64554 -1.52782 -2.58027 -0.8 0.1 0.4
H 1.17825 -3.32480 -3.07861 0.4 0.8 -0.5
H 2.62948 -1.21960 -4.50851 -0.2 -0.2 -0.1
H 0.25474 -0.83285 0.12282 0.0 -0.8 -0.9
H 0.42389 -2.38981 -0.87793 0.4 1.2 0.3
H -1.36001 -0.13456 -1.22163 0.8 -0.5 -0.8
H -2.92759 -1.29609 -3.93204 0.1 0.1 1.1
H -3.01338 -0.14432 -2.56852 0.2 -0.9 0.0
H -4.97760 -2.03940 -3.30896 0.5 0.0 1.0
H -4.23425 -2.97864 -1.98208 0.1 0.9 -0.2
H -6.36661 1.45812 -1.54223 0.9 -0.3 -0.3
H -4.55985 1.56859 -1.28410 -0.8 -0.4 -0.4
H -5.15230 1.04397 -2.88679 -0.5 0.0 1.0
H -7.42860 -2.11630 -2.00202 0.0 0.7 1.1
H -7.83773 -0.50557 -1.12554 0.4 -1.1 -0.1
H -7.33422 -1.94619 -0.14046 -0.1 0.3 -1.2
H -5.26492 -3.08759 0.92716 0.4 0.9 0.4
H -4.20267 -3.21036 3.25118 0.0 0.8 -0.6
H -2.88477 -1.24332 4.25365 -0.6 -0.2 -0.9
H -2.75382 0.96069 2.91973 -0.5 -0.9 -0.3
H -3.81762 1.14608 0.67213 -0.1 -0.9 0.3
H 1.59668 1.87403 0.07793 0.1 -0.5 -1.2
H 0.09438 1.46752 -0.74850 1.1 -0.2 -0.5
H 0.08100 3.46284 -2.02930 0.9 -0.7 0.2
H 1.85636 3.50541 -2.27775 -0.5 -0.4 0.7
H 1.31174 5.27087 -0.71085 -0.3 -0.9 0.6
H 1.97159 3.99632 0.39998 -0.6 0.2 -0.5
H -0.52144 3.10416 0.75346 0.3 1.0 0.1
H -1.03070 4.33399 -0.43966 0.6 -0.3 0.8
H -0.06823 6.06641 1.15606 -0.1 -0.2 0.3
H 0.26223 2.85378 3.52032 -0.9 0.5 -0.1
H -1.36551 2.89251 2.67875 0.6 0.5 0.8
H -1.17608 3.56790 4.36205 0.5 0.4 -0.8
H 3.24778 1.97836 -3.06712 0.2 -0.4 1.1
H 4.09256 0.51609 -2.56677 -0.8 0.6 0.6
H 5.61903 2.06289 -1.21165 -1.0 -0.5 -0.3
O 4.46545 2.63694 -4.99040 -0.4 0.2 0.1
H 4.73703 3.56329 -5.00413 0.1 -0.1 0.0
H 3.50423 2.67420 -5.08187 0.1 0.0 -0.1
O 3.09152 5.65853 2.54907 -0.1 -0.1 -0.1
H 3.37227 6.58031 2.54457 0.1 -0.1 0.1
H 2.12957 5.70017 2.45658 0.0 0.1 0.2
O 2.93941 2.71726 4.12505 -0.3 0.2 0.0
H 3.39934 2.83659 4.96465 0.1 -0.3 -0.1
H 2.88704 3.60867 3.75933 0.2 0.0 -0.2
O 5.66441 -3.72676 2.97472 -0.1 -0.4 0.0
H 5.54352 -4.37581 3.67726 0.0 0.0 -0.1
H 4.84403 -3.77532 2.46752 0.0 0.2 0.0
O 7.31176 -1.58462 4.10310 0.2 -0.1 0.0
H 7.26341 -1.91674 5.00547 0.0 0.1 -0.1
H 7.03754 -2.33735 3.55947 -0.2 0.1 0.1
O 1.71405 -5.13234 3.63903 -0.1 -0.1 0.0
H 1.59755 -5.78032 4.34280 0.1 0.1 0.0
H 0.89624 -5.18846 3.13015 0.1 0.0 0.0
O 2.72474 2.44752 6.89855 -0.3 -0.1 0.1
H 2.60743 1.79838 7.60082 0.2 0.1 0.0
H 1.90620 2.39379 6.38904 0.1 0.0 -0.1
O 3.29661 5.52748 5.83818 -0.1 -0.2 -0.1
H 2.72636 5.52564 5.05839 0.1 0.1 0.0
H 3.32519 4.60257 6.11449 0.0 0.2 0.2
O -7.03740 -3.40919 3.09504 -0.2 -0.2 0.1
H -7.09754 -4.05505 3.80825 0.0 0.1 0.0
H -7.86603 -3.51504 2.61305 0.1 0.0 0.0
O -7.50658 -4.08622 -3.23655 0.0 -0.2 -0.1
H -7.95502 -4.84820 -2.85207 0.0 0.1 0.1
H -7.06647 -4.44303 -4.01665 0.0 0.1 0.0
O 2.18360 -5.43992 -3.58706 -0.1 -0.2 0.3
H 3.01544 -5.12691 -3.95862 -0.1 -0.1 -0.1
H 1.73978 -5.85634 -4.33370 0.1 0.1 0.0
O -9.33924 -3.09916 -0.15904 -0.5 -0.3 0.2
H -9.78861 -2.58858 0.52452 0.0 0.0 -0.1
H -9.94008 -3.06118 -0.91197 0.1 0.0 0.0
O 5.42192 0.93104 -7.06481 -0.2 0.0 -0.1
H 4.98234 1.45356 -6.37584 0.3 0.0 -0.1
H 4.83588 1.00205 -7.82600 0.1 -0.1 0.0
O -1.39318 7.95415 4.39378 0.0 0.0 0.0
H -0.78785 7.82423 5.13217 0.0 0.0 -0.1
H -0.96590 7.49354 3.66210 0.0 -0.1 0.2
O 1.23079 -6.58792 -0.77314 0.1 0.0 0.0
H 1.46931 -6.40053 -1.69102 0.1 0.1 0.0
H 1.96654 -6.23097 -0.26384 -0.1 0.0 0.0
O 3.25811 -5.71339 -6.29038 0.1 -0.1 -0.2
H 4.09079 -5.39906 -6.66058 -0.1 0.0 0.1
H 2.81285 -6.13038 -7.03662 0.0 0.0 0.1
O -6.28009 1.49617 4.13282 0.2 0.1 0.0
H -5.58429 1.40950 3.46895 -0.1 -0.2 0.0
H -5.85538 1.97074 4.85582 -0.1 0.0 0.0
```
Positions in Å, forces in eV/Å.

Results
HOMO energy: -8.96 eV
Kohn-Sham gap: 8.90 eV
total energy: -122400.83553 eV